(1)
ORCA calculation (wB97M-V/def2-TZVPD) on one molecule with the formula C3H2FN3S in a non-equilibrium geometry.

E   -777.74324 a.u.
Molar mass   131.1 g/mol
Gap between HOMO and LUMO   7.87 eV
F_max   2.9 eV/A
Energy relative to the best compared isomer or geometry (same formula, charge and spin)   26.2 kcal/mol

```
! RIJCOSX wB97M-V def2-TZVPD def2/J DEFGRID3
* xyz 0 1
F 0.523 0.583 2.191
C 0.102 0.231 0.939
C 0.560 -0.874 0.338
N 0.195 -1.057 -0.964
N -0.386 -0.079 -1.795
N -0.767 1.002 -1.232
C -0.571 1.216 0.226
S -1.207 2.554 0.940
H 1.128 -1.624 0.839
H 0.423 -1.952 -1.482
*
```

(2)
ORCA calculation (wB97M-V/def2-TZVPD) on a 2-piece molecular cluster, C3H2FNO overall in a non-equilibrium geometry.

E   -345.27434 a.u.
Molar mass   87.1 g/mol
Gap between HOMO and LUMO   9.45 eV
F_max   2.5 eV/A
Energy relative to the best compared isomer or geometry (same formula, charge and spin)   48.8 kcal/mol

```
! RIJCOSX wB97M-V def2-TZVPD def2/J DEFGRID3
* xyz 0 1
O 1.327 -1.529 0.125
C 1.632 -0.399 0.163
C 1.807 0.903 -0.002
F 3.163 1.289 -0.055
H 1.070 1.483 0.496
C -1.376 -0.517 0.124
N -1.542 0.627 0.168
H -1.296 -1.556 0.021
*
```

(3)
ORCA calculation (wB97M-V/def2-TZVPD) on one molecule with the formula C3H2FNS in a non-equilibrium geometry.

E   -668.26028 a.u.
Molar mass   103.1 g/mol
Gap between HOMO and LUMO   8.52 eV
F_max   3.2 eV/A
Energy relative to the best compared isomer or geometry (same formula, charge and spin)   6.0 kcal/mol

```
! RIJCOSX wB97M-V def2-TZVPD def2/J DEFGRID3
* xyz 0 1
N -0.393 2.416 -0.794
C -0.373 1.267 -0.556
C -0.435 -0.204 -0.269
F -1.660 -0.430 0.273
C 0.735 -0.601 0.608
S 2.095 -1.355 0.269
H -0.381 -0.790 -1.186
H 0.411 -0.303 1.655
*
```

(4)
ORCA calculation (wB97M-V/def2-TZVPD) on C3H2FO2Tl as an isolated structure in a non-equilibrium geometry.

E   -538.30030 a.u.
Molar mass   293.4 g/mol
Gap between HOMO and LUMO   6.28 eV
F_max   1.9 eV/A
Energy relative to the best compared isomer or geometry (same formula, charge and spin)   11.8 kcal/mol

```
! RIJCOSX wB97M-V def2-TZVPD def2/J DEFGRID3
* xyz 0 1
O -1.209 -0.157 0.081
C 2.698 2.083 -1.004
C -1.377 -1.381 0.337
O 3.814 1.988 -0.892
C -0.681 -2.493 0.002
F -2.395 -1.577 1.270
H -0.051 -2.469 -0.887
H -0.880 -3.442 0.495
Tl -0.205 1.695 -0.817
*
```

(5)
ORCA calculation (wB97M-V/def2-TZVPD) on C3H2FO3Sm as an isolated structure in a non-equilibrium geometry.

E   -1097.80559 a.u.
Molar mass   255.4 g/mol
Gap between HOMO and LUMO (alpha / beta)   9.75 / 11.35 eV
F_max   4.8 eV/A
Expectation value of S²   12.006

```
! RIJCOSX wB97M-V def2-TZVPD def2/J DEFGRID3
* xyz 3 7
C 0.721 -0.353 -1.009
C -0.050 0.905 -1.148
O -0.879 0.837 -0.030
C -0.453 -0.080 0.823
O 0.652 -0.746 0.216
O -0.797 -0.286 1.930
Sm -0.639 -1.509 4.535
F 1.173 -1.171 -1.841
H 0.524 1.843 -1.208
H -0.253 0.560 -2.267
*
```

(6)
ORCA calculation (wB97M-V/def2-TZVPD) on C3H2FeO3 as an isolated structure in a non-equilibrium geometry.

E   -1604.48202 a.u.
Molar mass   141.9 g/mol
Gap between HOMO and LUMO (alpha / beta)   8.16 / 8.79 eV
F_max   3.6 eV/A
Expectation value of S²   8.753
Energy relative to the best compared isomer or geometry (same formula, charge and spin)   72.2 kcal/mol

```
! RIJCOSX wB97M-V def2-TZVPD def2/J DEFGRID3
* xyz 1 6
H -0.728 -2.733 0.553
C 0.014 -2.067 -0.223
C 0.635 -1.923 0.994
O 0.627 -0.552 1.295
C 0.173 0.079 0.241
O -0.333 -0.811 -0.628
O 0.061 1.283 0.141
Fe -0.604 2.729 -0.899
H 1.504 -2.479 1.343
*
```

(7)
ORCA calculation (wB97M-V/def2-TZVPD) on C3H2GaO3 as an isolated structure in a non-equilibrium geometry.

E   -2264.99577 a.u.
Molar mass   155.8 g/mol
Gap between HOMO and LUMO (alpha / beta)   6.40 / 6.21 eV
F_max   4.6 eV/A
Expectation value of S²   0.790
Energy relative to the best compared isomer or geometry (same formula, charge and spin)   136.0 kcal/mol

```
! RIJCOSX wB97M-V def2-TZVPD def2/J DEFGRID3
* xyz 2 2
O -0.461 0.109 1.042
C -0.146 -1.106 0.333
C 1.208 -1.162 -0.069
O 2.016 -0.240 -0.113
Ga 1.017 1.323 0.571
H -0.706 -1.996 0.612
C -1.216 0.167 -0.173
O -0.541 1.173 -0.868
H -1.170 1.732 -1.336
*
```

(8)
ORCA calculation (wB97M-V/def2-TZVPD) on C3H2IN2 as an isolated structure in a non-equilibrium geometry.

E   -522.27493 a.u.
Molar mass   193.0 g/mol
Gap between HOMO and LUMO   7.87 eV
F_max   4.4 eV/A
Energy relative to the best compared isomer or geometry (same formula, charge and spin)   25.2 kcal/mol

```
! RIJCOSX wB97M-V def2-TZVPD def2/J DEFGRID3
* xyz 1 1
C -0.307 1.168 -1.932
C 0.002 0.203 -0.316
C 0.398 1.641 -0.227
N -0.522 -0.016 -1.714
N 0.255 2.225 -1.429
I 0.999 2.855 1.366
H 1.088 -0.289 -0.353
H -0.584 -0.181 0.432
*
```

(9)
ORCA calculation (wB97M-V/def2-TZVPD) on C3H2INS as an isolated structure in a non-equilibrium geometry.

E   -866.10251 a.u.
Molar mass   211.0 g/mol
Gap between HOMO and LUMO   8.46 eV
F_max   3.6 eV/A
Energy relative to the best compared isomer or geometry (same formula, charge and spin)   16.4 kcal/mol

```
! RIJCOSX wB97M-V def2-TZVPD def2/J DEFGRID3
* xyz 0 1
C 0.201 -0.707 0.023
C 1.250 0.234 0.011
C -0.956 0.000 0.016
N 0.900 1.496 -0.006
S -0.716 1.679 -0.012
I -3.279 -0.921 -0.076
H 0.301 -1.774 0.031
H 2.298 -0.007 0.012
*
```

(10)
ORCA calculation (wB97M-V/def2-TZVPD) on C3H2InO2 as an isolated structure in a non-equilibrium geometry.

E   -455.21969 a.u.
Molar mass   184.9 g/mol
Gap between HOMO and LUMO (alpha / beta)   8.55 / 7.05 eV
F_max   10.4 eV/A
Expectation value of S²   0.756
Energy relative to the best compared isomer or geometry (same formula, charge and spin)   16.8 kcal/mol

```
! RIJCOSX wB97M-V def2-TZVPD def2/J DEFGRID3
* xyz 2 2
O 0.191 1.020 -0.634
O 0.565 -0.805 0.581
C -1.013 0.472 -0.293
C -0.789 -0.655 0.406
C 1.189 0.296 0.009
H -1.446 -1.233 1.048
In 3.076 0.637 -0.021
H -1.773 0.268 -1.096
*
```

(11)
ORCA calculation (wB97M-V/def2-TZVPD) on C3H2LiO3Ru as an isolated structure in a non-equilibrium geometry.

E   -443.19765 a.u.
Molar mass   194.1 g/mol
Gap between HOMO and LUMO (alpha / beta)   6.46 / 8.02 eV
F_max   6.5 eV/A
Expectation value of S²   12.013
Energy relative to the best compared isomer or geometry (same formula, charge and spin)   0.0 kcal/mol

```
! RIJCOSX wB97M-V def2-TZVPD def2/J DEFGRID3
* xyz 1 7
O -1.994 2.918 -0.527
C -1.131 2.224 -1.042
O -1.082 -1.340 0.237
C -0.120 -1.772 0.875
C 1.280 -1.143 0.690
O 1.440 -0.196 -0.084
Ru -0.377 0.291 -0.516
H -0.151 -2.588 1.597
H 2.062 -1.614 1.285
Li 0.072 3.220 -2.514
*
```

(12)
ORCA calculation (wB97M-V/def2-TZVPD) on C3H2LiO3Yb as an isolated structure in a non-equilibrium geometry.

E   -1507.01115 a.u.
Molar mass   266.0 g/mol
Gap between HOMO and LUMO   4.89 eV
F_max   7.5 eV/A
Energy relative to the best compared isomer or geometry (same formula, charge and spin)   143.5 kcal/mol

```
! RIJCOSX wB97M-V def2-TZVPD def2/J DEFGRID3
* xyz 1 1
C -1.531 0.185 0.860
C -0.547 -0.171 1.665
O 0.601 -0.339 1.752
H -2.158 -0.578 0.423
H -1.894 1.202 0.892
O 0.789 1.546 -1.308
C 0.231 0.562 -1.498
O 0.543 -0.593 -2.028
Li 1.705 -1.772 -0.882
Yb 2.261 -0.041 0.124
*
```

(13)
ORCA calculation (wB97M-V/def2-TZVPD) on C3H2LiO3Yb as an isolated structure in a non-equilibrium geometry.

E   -1507.16099 a.u.
Molar mass   266.0 g/mol
Gap between HOMO and LUMO (alpha / beta)   5.86 / 7.20 eV
F_max   5.5 eV/A
Expectation value of S²   2.007
Energy relative to the best compared isomer or geometry (same formula, charge and spin)   0.0 kcal/mol

```
! RIJCOSX wB97M-V def2-TZVPD def2/J DEFGRID3
* xyz 1 3
O 3.610 0.931 0.735
C 3.123 0.352 -0.213
O -1.093 1.337 -0.720
C -1.978 0.786 -0.063
C -1.825 -0.691 0.365
O -0.808 -1.325 0.070
Yb 0.656 0.061 -0.718
H -2.911 1.249 0.258
H -2.681 -1.087 0.912
Li 3.906 -1.615 -0.625
*
```

(14)
ORCA calculation (wB97M-V/def2-TZVPD) on one molecule with the formula C3H2N2 in a non-equilibrium geometry.

E   -224.82267 a.u.
Molar mass   66.1 g/mol
Gap between HOMO and LUMO (alpha / beta)   8.78 / 6.81 eV
F_max   2.7 eV/A
Energy relative to the best compared isomer or geometry (same formula, charge and spin)   109.5 kcal/mol

```
! RIJCOSX wB97M-V def2-TZVPD def2/J DEFGRID3
* xyz 0 1
C -1.695 -0.059 0.142
C 1.438 -0.600 -0.029
C 0.768 0.559 -0.022
N -2.768 -0.530 -0.040
N -0.648 0.634 0.298
H 1.682 -1.614 -0.239
H 1.223 1.611 -0.110
*
```

(15)
ORCA calculation (wB97M-V/def2-TZVPD) on one molecule with the formula C3H2N2 in a non-equilibrium geometry.

E   -224.99719 a.u.
Molar mass   66.1 g/mol
Gap between HOMO and LUMO   12.77 eV
F_max   1.2 eV/A
Energy relative to the best compared isomer or geometry (same formula, charge and spin)   0.0 kcal/mol

```
! RIJCOSX wB97M-V def2-TZVPD def2/J DEFGRID3
* xyz 0 1
N -2.255 0.853 0.004
C -1.188 0.439 0.165
C 0.152 -0.119 0.412
C 0.950 -0.250 -0.816
N 1.593 -0.356 -1.767
H 0.688 0.533 1.114
H 0.061 -1.100 0.887
*
```

(16)
ORCA calculation (wB97M-V/def2-TZVPD) on a 2-piece molecular cluster, C3H2N2 overall in a non-equilibrium geometry.

E   -224.80933 a.u.
Molar mass   66.1 g/mol
Gap between HOMO and LUMO (alpha / beta)   9.77 / 6.74 eV
F_max   3.4 eV/A
Energy relative to the best compared isomer or geometry (same formula, charge and spin)   117.9 kcal/mol

```
! RIJCOSX wB97M-V def2-TZVPD def2/J DEFGRID3
* xyz 0 1
C -0.885 -0.964 0.002
C 2.015 0.379 -0.041
C -0.878 0.396 -0.066
N -1.052 -2.122 -0.006
N 3.129 0.620 0.009
H -1.063 1.084 -0.845
H -1.266 0.608 0.945
*
```

(17)
ORCA calculation (wB97M-V/def2-TZVPD) on one molecule with the formula C3H2N2 in a non-equilibrium geometry.

E   -224.99059 a.u.
Molar mass   66.1 g/mol
Gap between HOMO and LUMO   12.72 eV
F_max   2.7 eV/A
Energy relative to the best compared isomer or geometry (same formula, charge and spin)   4.1 kcal/mol

```
! RIJCOSX wB97M-V def2-TZVPD def2/J DEFGRID3
* xyz 0 1
N 1.746 1.526 -0.091
C 0.904 0.753 -0.248
C 0.026 -0.370 -0.350
C -1.035 -0.230 0.689
N -1.727 0.035 1.577
H -0.476 -0.389 -1.385
H 0.562 -1.325 -0.192
*
```

(18)
ORCA calculation (wB97M-V/def2-TZVPD) on a 2-piece molecular cluster, C3H2N2 overall in a non-equilibrium geometry.

E   -224.81453 a.u.
Molar mass   66.1 g/mol
Gap between HOMO and LUMO   6.96 eV
F_max   6.8 eV/A
Energy relative to the best compared isomer or geometry (same formula, charge and spin)   114.6 kcal/mol

```
! RIJCOSX wB97M-V def2-TZVPD def2/J DEFGRID3
* xyz 0 1
C -1.298 -0.368 -0.204
C 1.396 2.008 1.579
C 0.057 -0.432 -0.400
N -2.308 -0.919 -0.371
N 1.097 1.014 1.101
H 0.511 0.123 -1.198
H 0.546 -1.425 -0.507
*
```

(19)
ORCA calculation (wB97M-V/def2-TZVPD) on a 2-piece molecular cluster, C3H2N2 overall in a non-equilibrium geometry.

E   -224.78398 a.u.
Molar mass   66.1 g/mol
Gap between HOMO and LUMO   8.58 eV
F_max   3.4 eV/A
Energy relative to the best compared isomer or geometry (same formula, charge and spin)   133.8 kcal/mol

```
! RIJCOSX wB97M-V def2-TZVPD def2/J DEFGRID3
* xyz 0 1
C -2.481 -0.091 0.001
C 2.327 0.498 -0.007
C -0.008 0.035 0.011
N -3.627 -0.116 -0.014
N -1.191 -0.073 0.013
H 2.491 -0.117 0.884
H 2.489 -0.136 -0.887
*
```

(20)
ORCA calculation (wB97M-V/def2-TZVPD) on one molecule with the formula C3H2N2O in a non-equilibrium geometry.

E   -300.18167 a.u.
Molar mass   82.1 g/mol
Gap between HOMO and LUMO   10.22 eV
F_max   2.2 eV/A
Energy relative to the best compared isomer or geometry (same formula, charge and spin)   31.2 kcal/mol

```
! RIJCOSX wB97M-V def2-TZVPD def2/J DEFGRID3
* xyz 0 1
O 3.060 -0.468 -0.040
C 1.938 -0.217 0.025
N 0.880 0.332 0.097
C -0.435 0.148 -0.429
C -1.561 0.059 0.519
N -1.563 1.121 -0.120
H -0.252 -0.440 -1.382
H -2.066 -0.535 1.330
*
```